Molecular formula: C4H5NO
Method: DFT, ωB97M-V/def2-TZVPD

F_max: 1.19 eV/A
E_HOMO: -10.51 eV
multiplicity: 1
DFT total energy: -285.36219 Ha
ΔE to the lowest compared entry with this formula, charge and spin: 137.57 kJ/mol
SMILES: N#C[C@@H]1C[C@@H]1O

Last column: Löwdin charge in e.
Atoms and positions in Å:
N: 2.50 1.02 0.56  0.158
C: 1.53 0.38 0.57  -0.194
C: 0.29 -0.34 0.65  -0.214
C: -0.37 -1.02 -0.54  -0.035
C: -0.93 0.27 -0.02  -0.326
O: -0.74 1.40 -0.80  0.003
H: 0.13 -0.83 1.61  0.142
H: -0.81 -1.99 -0.34  0.109
H: 0.08 -0.93 -1.53  0.121
H: -1.85 0.31 0.55  0.150
H: 0.17 1.71 -0.71  0.086



Molecular formula: C4H5NO
Method: DFT, ωB97M-V/def2-TZVPD

F_max: 1.63 eV/A
E_HOMO (spin up / spin down): -7.52 / -7.52 eV
multiplicity: 1
DFT total energy: -285.33934 Ha
ΔE to the lowest compared entry with this formula, charge and spin: 197.56 kJ/mol

Last column: Löwdin charge in e.
Atoms and positions in Å:
O: -2.12 -0.41 1.02  -0.008
C: -0.97 -0.12 0.67  -0.466
C: -0.20 1.07 0.72  -0.047
N: 0.84 0.91 -0.15  0.020
C: 0.90 -0.24 -0.79  -0.077
C: -0.23 -1.07 -0.27  -0.078
H: -1.17 -1.25 -0.79  0.139
H: -0.42 2.02 1.18  0.104
H: 1.53 1.64 -0.30  0.169
H: 1.76 -0.50 -1.40  0.113
H: 0.09 -2.04 0.12  0.131



Molecular formula: C4H5NO
Method: DFT, ωB97M-V/def2-TZVPD

F_max: 1.17 eV/A
E_HOMO: -10.46 eV
multiplicity: 1
DFT total energy: -285.38899 Ha
ΔE to the lowest compared entry with this formula, charge and spin: 67.20 kJ/mol
SMILES: CC(=O)CC#N

Last column: Löwdin charge in e.
Atoms and positions in Å:
C: -1.50 -0.10 -0.73  -0.007
C: -0.38 -0.01 0.28  -0.440
O: -0.64 0.20 1.44  0.089
C: 1.10 -0.16 -0.08  -0.086
C: 1.79 0.51 1.04  -0.234
N: 2.27 0.99 1.97  0.162
H: -2.30 0.53 -0.34  0.091
H: -1.88 -1.13 -0.75  0.093
H: -1.24 0.20 -1.74  0.080
H: 1.39 0.19 -1.08  0.123
H: 1.39 -1.22 -0.02  0.130



Molecular formula: C4H5NO
Method: DFT, ωB97M-V/def2-TZVPD

F_max: 0.53 eV/A
E_HOMO: -9.58 eV
multiplicity: 1
DFT total energy: -285.21384 Ha
ΔE to the lowest compared entry with this formula, charge and spin: 527.05 kJ/mol

Last column: Löwdin charge in e.
Atoms and positions in Å:
C: -1.24 -0.28 -0.34  -0.052
C: -0.17 0.69 0.06  -0.410
O: 1.02 0.07 0.73  -0.023
C: 0.86 1.10 -0.95  0.213
C: 1.40 -1.12 0.33  -0.360
N: 1.77 -2.18 0.06  0.184
H: -1.71 -0.74 0.54  0.092
H: -2.02 0.28 -0.88  0.095
H: -0.85 -1.05 -1.01  0.087
H: -0.51 1.41 0.81  0.142
H: 1.33 2.02 -0.55  0.031



Molecular formula: C4H5NO
Method: DFT, ωB97M-V/def2-TZVPD

F_max: 5.11 eV/A
E_HOMO (spin up / spin down): -9.63 / -9.03 eV
multiplicity: 1
DFT total energy: -285.19519 Ha
ΔE to the lowest compared entry with this formula, charge and spin: 576.03 kJ/mol

Last column: Löwdin charge in e.
Atoms and positions in Å:
C: 3.99 -0.32 0.21  0.179
C: 2.83 0.06 -0.08  -0.350
C: -1.14 0.15 -0.16  -0.356
C: -2.60 -0.12 0.04  -0.068
N: -0.26 -0.67 -0.26  0.164
O: 1.83 0.65 -0.21  0.092
H: 4.98 -0.36 0.55  0.024
H: -0.76 1.30 -0.17  0.153
H: -2.77 -0.27 0.99  0.021
H: -2.93 -1.03 -0.37  0.062
H: -3.16 0.61 -0.53  0.078



Molecular formula: C4H5NO
Method: DFT, ωB97M-V/def2-TZVPD

F_max: 0.48 eV/A
E_HOMO: -9.01 eV
multiplicity: 1
DFT total energy: -285.32374 Ha
ΔE to the lowest compared entry with this formula, charge and spin: 238.51 kJ/mol
SMILES: CNC#CC=O

Last column: Löwdin charge in e.
Atoms and positions in Å:
C: -1.89 0.01 -0.41  -0.076
N: -0.67 -0.02 -1.22  -0.061
C: 0.47 -0.07 -0.55  -0.109
C: 1.41 -0.21 0.22  0.041
C: 2.39 -0.11 1.26  -0.319
O: 2.14 -0.31 2.43  0.023
H: -2.72 -0.46 -0.94  0.080
H: -2.17 1.04 -0.13  0.085
H: -1.69 -0.55 0.50  0.092
H: -0.68 0.50 -2.09  0.133
H: 3.40 0.18 0.93  0.111



Molecular formula: C4H5NO
Method: DFT, ωB97M-V/def2-TZVPD

F_max: 0.74 eV/A
E_HOMO: -10.39 eV
multiplicity: 1
DFT total energy: -285.25237 Ha
ΔE to the lowest compared entry with this formula, charge and spin: 425.91 kJ/mol

Last column: Löwdin charge in e.
Atoms and positions in Å:
N: -0.10 1.18 -1.73  0.111
C: 0.76 1.23 -0.80  -0.313
O: 0.65 0.51 0.33  -0.073
C: -0.51 -0.31 0.41  -0.224
C: 0.53 -1.39 2.48  0.199
C: -0.46 -1.05 1.71  -0.245
H: 0.16 1.80 -2.49  0.053
H: 1.67 1.83 -0.76  0.135
H: -0.52 -1.01 -0.44  0.127
H: -1.41 0.31 0.33  0.123
H: -1.40 -1.39 2.17  0.106



Molecular formula: C4H5NO
Method: DFT, ωB97M-V/def2-TZVPD

F_max: 1.36 eV/A
E_HOMO: -9.15 eV
multiplicity: 1
DFT total energy: -285.22188 Ha
ΔE to the lowest compared entry with this formula, charge and spin: 505.96 kJ/mol

Last column: Löwdin charge in e.
Atoms and positions in Å:
C: -1.79 0.00 0.19  -0.009
C: -0.30 0.00 0.02  -0.335
C: 0.61 0.95 -0.49  -0.018
C: 1.84 0.24 -0.07  -0.263
N: 1.65 -0.95 0.51  0.060
O: 0.30 -1.06 0.56  -0.002
H: -2.09 -0.74 0.94  0.087
H: -2.15 0.98 0.51  0.090
H: -2.29 -0.25 -0.75  0.090
H: 1.37 0.17 -1.26  0.179
H: 2.83 0.67 -0.15  0.122



Molecular formula: C4H5NO
Method: DFT, ωB97M-V/def2-TZVPD

F_max: 0.55 eV/A
E_HOMO: -9.92 eV
multiplicity: 1
DFT total energy: -285.35963 Ha
ΔE to the lowest compared entry with this formula, charge and spin: 144.27 kJ/mol
SMILES: Cc1ccon1

Last column: Löwdin charge in e.
Atoms and positions in Å:
C: 0.14 0.07 -1.69  -0.030
C: 0.37 -0.01 -0.21  -0.361
C: -0.68 -0.33 0.69  -0.034
C: -0.18 -0.03 1.90  -0.122
O: 1.10 0.36 1.79  -0.046
N: 1.44 0.38 0.44  0.113
H: 1.03 0.21 -2.31  0.078
H: -0.40 -0.82 -2.04  0.080
H: -0.53 0.92 -1.87  0.086
H: -1.63 -0.76 0.43  0.109
H: -0.66 0.01 2.87  0.127



Molecular formula: C4H5NO
Method: DFT, ωB97M-V/def2-TZVPD

F_max: 3.69 eV/A
E_HOMO: -9.48 eV
multiplicity: 1
DFT total energy: -285.26057 Ha
ΔE to the lowest compared entry with this formula, charge and spin: 404.37 kJ/mol
SMILES: C#CC.N#CO

Last column: Löwdin charge in e.
Atoms and positions in Å:
C: 0.89 -0.56 1.56  0.081
C: 0.40 -0.21 0.51  -0.200
C: -0.05 -0.27 -0.89  -0.138
H: 1.05 -0.72 2.61  0.014
H: -0.26 0.65 -1.32  -0.065
H: -1.02 -0.84 -0.87  0.101
H: 0.71 -0.77 -1.51  0.096
N: 0.09 2.18 -1.40  0.164
C: 0.01 2.79 -0.45  -0.316
O: -0.34 3.53 0.55  0.175
H: 0.08 4.33 0.59  0.087



Molecular formula: C4H5NO
Method: DFT, ωB97M-V/def2-TZVPD

F_max: 0.67 eV/A
E_HOMO: -10.27 eV
multiplicity: 1
DFT total energy: -285.29918 Ha
ΔE to the lowest compared entry with this formula, charge and spin: 302.99 kJ/mol

Last column: Löwdin charge in e.
Atoms and positions in Å:
C: 0.47 0.55 -1.52  -0.044
C: -0.26 -0.36 -0.57  -0.370
C: -1.27 -1.18 -0.57  0.239
C: 0.39 -0.57 0.81  -0.558
O: 1.57 -0.86 0.88  0.081
N: -0.40 -0.31 1.88  0.178
H: 0.54 1.56 -1.10  0.089
H: -0.01 0.61 -2.49  0.080
H: 1.49 0.17 -1.64  0.088
H: -0.01 -0.45 2.80  0.118
H: -1.40 -0.19 1.78  0.099



Molecular formula: C4H5NO
Method: DFT, ωB97M-V/def2-TZVPD

F_max: 0.62 eV/A
E_HOMO: -9.32 eV
multiplicity: 1
DFT total energy: -285.28834 Ha
ΔE to the lowest compared entry with this formula, charge and spin: 331.47 kJ/mol
SMILES: C#C/C(C)=N/O

Last column: Löwdin charge in e.
Atoms and positions in Å:
C: -1.19 -2.28 0.72  0.130
C: -0.74 -1.28 0.20  -0.086
C: -0.10 -0.08 -0.24  -0.374
C: 0.38 0.87 0.83  -0.031
N: 0.08 0.08 -1.50  0.036
O: 0.77 1.25 -1.75  -0.057
H: -1.54 -3.16 1.19  0.029
H: -0.14 1.83 0.75  0.088
H: 0.20 0.45 1.82  0.081
H: 1.45 1.07 0.70  0.085
H: 0.84 1.25 -2.71  0.099